No. 1
Computed, not measured: a 11-piece molecular cluster, C28H50O38S8 overall, with ωB97M-V/def2-TZVPD.

The geometry in XYZ format:
```
124
Properties=species:S:1:pos:R:3
O -9.875 -12.430 -45.311
S -10.798 -12.598 -46.409
O -12.084 -13.280 -46.263
O -10.929 -11.153 -47.291
C -11.120 -11.370 -48.657
C -10.198 -12.555 -48.932
O -9.970 -13.199 -47.728
H -12.119 -11.695 -48.945
H -10.758 -10.448 -49.112
H -9.220 -12.164 -49.210
H -10.558 -13.221 -49.716
O -17.986 -5.116 -39.641
S -17.591 -6.530 -39.708
O -18.375 -7.390 -40.586
O -15.868 -6.585 -40.004
C -15.201 -7.577 -39.128
C -16.062 -7.623 -37.910
O -17.320 -7.172 -38.192
H -15.118 -8.472 -39.746
H -14.215 -7.153 -38.940
H -15.763 -6.782 -37.284
H -16.024 -8.475 -37.231
O -3.324 -12.111 -36.790
S -3.579 -13.245 -37.668
O -3.517 -14.605 -37.157
O -4.935 -12.979 -38.568
C -4.794 -13.315 -39.937
C -3.298 -13.423 -40.283
O -2.621 -13.122 -39.019
H -5.184 -14.314 -40.135
H -5.266 -12.584 -40.594
H -3.066 -12.733 -41.095
H -3.044 -14.471 -40.446
O 0.443 -6.466 -39.763
S -0.349 -7.089 -38.741
O -1.604 -7.714 -39.156
O 0.527 -8.108 -37.727
C 1.122 -7.403 -36.693
C 0.023 -6.382 -36.210
O -0.602 -5.997 -37.483
H 1.579 -8.109 -35.999
H 1.961 -6.892 -37.165
H 0.510 -5.530 -35.735
H -0.721 -6.768 -35.513
O -12.785 -13.831 -39.129
S -11.395 -13.538 -38.787
O -10.958 -12.196 -38.279
O -10.701 -14.734 -37.858
C -10.120 -15.804 -38.563
C -10.388 -15.447 -40.066
O -10.480 -14.025 -40.064
H -9.067 -15.673 -38.313
H -10.600 -16.733 -38.255
H -11.290 -15.958 -40.404
H -9.551 -15.862 -40.627
O -17.241 -9.397 -44.891
S -16.159 -8.740 -45.634
O -14.855 -9.225 -45.208
O -16.464 -9.040 -47.242
C -16.662 -7.905 -47.990
C -17.013 -6.829 -46.966
O -16.288 -7.112 -45.747
H -15.771 -7.576 -48.526
H -17.471 -7.998 -48.714
H -18.089 -6.710 -46.844
H -16.601 -5.836 -47.143
O -12.195 -6.207 -48.458
S -11.756 -5.429 -47.321
O -10.393 -4.829 -47.432
O -12.863 -4.245 -46.922
C -12.845 -3.952 -45.612
C -12.205 -5.132 -44.887
O -11.996 -6.140 -45.849
H -12.264 -3.030 -45.596
H -13.859 -3.683 -45.314
H -12.824 -5.421 -44.037
H -11.235 -4.831 -44.493
O -5.494 -4.467 -44.082
S -5.326 -3.292 -43.247
O -5.000 -1.999 -43.907
O -6.543 -3.146 -42.171
C -6.205 -2.562 -40.975
C -4.849 -3.174 -40.681
O -4.263 -3.523 -41.926
H -6.107 -1.508 -41.235
H -7.037 -2.757 -40.298
H -5.013 -4.072 -40.085
H -4.228 -2.426 -40.188
O -3.525 -4.284 -31.906
C -4.820 -4.320 -31.926
C -5.781 -3.341 -32.415
C -6.963 -4.163 -32.597
C -6.848 -5.205 -31.409
O -5.497 -5.409 -31.417
H -5.883 -2.579 -31.643
H -5.357 -2.877 -33.305
H -7.816 -3.509 -32.415
H -7.129 -4.724 -33.516
H -7.153 -4.803 -30.443
H -7.361 -6.141 -31.627
O -8.403 -6.673 -38.802
C -8.548 -7.365 -39.813
C -7.495 -7.896 -40.745
C -8.330 -8.078 -42.015
C -9.644 -8.514 -41.383
O -9.764 -7.770 -40.212
H -6.676 -7.180 -40.810
H -7.037 -8.804 -40.352
H -8.424 -7.162 -42.598
H -7.964 -8.799 -42.746
H -10.486 -8.358 -42.057
H -9.599 -9.584 -41.178
O -4.712 -10.111 -45.332
C -4.895 -9.553 -46.472
C -5.747 -9.996 -47.629
C -5.768 -8.786 -48.451
C -4.443 -8.265 -48.264
O -4.125 -8.483 -46.876
H -5.200 -10.784 -48.148
H -6.742 -10.299 -47.306
H -5.939 -8.923 -49.518
H -6.568 -8.165 -48.046
H -3.727 -8.766 -48.914
H -4.353 -7.216 -48.546
```

Values from the calculation:
**Maximum force**: 7.3 eV/A
**Gap between HOMO and LUMO**: 10.21 eV
**E_HOMO**: -10.154 eV
**Relative energy (zero: lowest compared OMol25 entry of this formula, charge and spin)**: 561.28 kJ/mol
**SMILES**: O=S1(=O)OCCO1.O=S1(=O)OCCO1.O=S1(=O)OCCO1.O=S1(=O)OCCO1.O=S1(=O)OCCO1.O=S1(=O)OCCO1.O=S1(=O)OCCO1.O=S1(=O)OCCO1.O=C1CCCO1.O=C1CCCO1.O=C1CCCO1
**Multiplicity**: 1
**Charge**: 0
**E_tot**: -7141.08533 hartree

No. 2
Computed, not measured: a 2-piece molecular cluster, C28H51ClF8N3O3S overall, with ωB97M-V/def2-TZVPD.

The geometry in XYZ format:
```
95
Properties=species:S:1:pos:R:3
C -9.487 4.725 -2.248
C -8.536 5.096 -1.111
C -7.951 3.857 -0.435
C -6.627 4.122 0.331
C -5.517 3.151 -0.060
C -4.476 2.914 1.036
C -3.519 1.780 0.667
C -2.170 1.850 1.398
C -1.708 0.515 1.979
C -1.547 -0.595 0.923
C -0.079 -0.826 0.539
N 0.191 -2.217 0.019
C -0.825 -2.445 -0.889
N -1.824 -3.249 -0.699
N -0.638 -1.811 -2.090
C 0.831 -1.825 -2.279
S 1.014 -2.631 -3.891
C -0.077 -4.026 -3.891
O 2.368 -3.003 -4.155
O 0.427 -1.679 -4.795
C 1.449 -2.380 -0.895
C 2.531 -1.479 -0.278
C 4.012 -1.716 -0.636
C 4.606 -1.007 -1.891
C 3.693 -0.083 -2.687
C 5.265 -1.998 -2.854
C 1.718 -3.886 -0.731
C 2.818 -4.615 -1.530
C 3.762 -5.351 -0.578
Cl 2.122 -5.877 -2.581
H -10.111 5.569 -2.530
H -8.919 4.403 -3.119
H -10.123 3.896 -1.939
H -9.101 5.651 -0.361
H -7.734 5.734 -1.478
H -7.751 3.104 -1.199
H -8.675 3.443 0.266
H -6.298 5.126 0.064
H -6.813 4.055 1.400
H -4.978 3.488 -0.948
H -5.940 2.171 -0.296
H -3.907 3.826 1.222
H -4.997 2.656 1.960
H -3.353 1.822 -0.412
H -4.005 0.827 0.890
H -2.259 2.546 2.232
H -1.390 2.262 0.754
H -0.794 0.652 2.543
H -2.463 0.193 2.697
H -2.117 -0.279 0.049
H -1.977 -1.505 1.339
H 0.525 -0.681 1.428
H 0.229 -0.049 -0.165
H -2.077 -3.578 0.223
H -2.405 -3.491 -1.493
H -1.089 -0.909 -2.173
H 1.129 -0.788 -2.377
H -0.969 -3.747 -4.438
H -0.294 -4.388 -2.890
H 0.465 -4.821 -4.396
H 2.330 -0.422 -0.427
H 2.437 -1.646 0.796
H 4.289 -2.762 -0.679
H 4.588 -1.332 0.200
H 5.424 -0.377 -1.540
H 3.008 -0.613 -3.342
H 3.160 0.636 -2.063
H 4.317 0.524 -3.342
H 4.534 -2.544 -3.445
H 5.864 -1.431 -3.568
H 5.944 -2.670 -2.331
H 1.993 -3.972 0.320
H 0.795 -4.452 -0.843
H 3.408 -3.926 -2.122
H 4.228 -4.669 0.128
H 4.484 -5.950 -1.122
H 3.164 -6.049 0.012
C 4.340 2.532 4.937
C 3.022 1.810 5.312
C 3.020 0.283 5.530
F 3.356 -0.411 4.430
F 1.769 -0.103 5.861
F 2.038 2.139 4.445
F 2.682 2.315 6.528
O 4.685 2.886 3.590
C 5.292 2.039 2.699
C 4.424 1.757 1.453
F 3.190 1.292 1.754
F 5.047 0.793 0.738
F 5.727 0.920 3.291
F 6.378 2.667 2.200
H 4.238 3.506 5.411
H 5.181 2.037 5.422
H 3.688 0.016 6.352
H 4.324 2.675 0.872
```

Values from the calculation:
**Maximum force**: 1.6 eV/A
**Gap between HOMO and LUMO**: 8.44 eV
**E_HOMO**: -12.367 eV
**Relative energy (zero: lowest compared OMol25 entry of this formula, charge and spin)**: 0.00 kJ/mol
**Multiplicity**: 1
**Charge**: +1
**E_tot**: -3144.49893 hartree

No. 3
Computed, not measured: a 12-piece molecular cluster, C28H51F5O22 overall, with ωB97M-V/def2-TZVPD.

The geometry in XYZ format:
```
106
Properties=species:S:1:pos:R:3
O -7.000 5.237 -0.383
C -5.986 4.824 0.067
O -4.874 4.543 -0.656
C -3.967 3.867 0.211
C -4.385 4.342 1.570
F -3.762 5.516 1.906
O -5.759 4.577 1.394
H -4.088 2.798 0.039
H -2.908 4.032 0.030
H -4.268 3.619 2.372
O -4.180 0.773 -2.377
C -3.629 -0.079 -2.983
O -2.473 0.046 -3.652
C -1.950 -1.271 -3.992
C -3.095 -2.200 -3.582
F -2.685 -2.990 -2.537
O -4.107 -1.352 -3.143
H -1.815 -1.220 -5.071
H -1.028 -1.338 -3.432
H -3.487 -2.866 -4.344
O 3.065 -2.304 0.362
C 3.513 -2.613 -0.685
O 2.748 -2.896 -1.778
C 3.600 -3.127 -2.895
C 5.016 -2.910 -2.378
F 5.533 -1.735 -2.823
O 4.820 -2.734 -0.978
H 3.425 -4.137 -3.261
H 3.373 -2.406 -3.680
H 5.724 -3.720 -2.512
O -2.011 1.558 -0.175
C -1.344 0.604 0.041
O -1.188 -0.006 1.233
C -0.177 -1.003 1.100
C -0.099 -1.239 -0.406
F -0.826 -2.368 -0.720
O -0.736 -0.114 -0.942
H 0.799 -0.612 1.389
H -0.415 -1.955 1.561
H 0.904 -1.388 -0.789
O -0.719 -2.351 4.075
C -0.919 -1.212 4.305
O -2.110 -0.731 4.764
C -1.911 0.613 5.186
C -0.779 1.065 4.263
F 0.015 1.902 4.995
O -0.099 -0.150 4.038
H -2.842 1.152 5.031
H -1.595 0.671 6.226
H -1.083 1.517 3.326
C 0.657 1.496 -3.374
C 1.346 0.169 -3.750
C 2.827 0.474 -3.537
O 3.008 1.867 -3.655
C 1.754 2.536 -3.623
H 0.488 1.493 -2.298
H -0.235 1.684 -3.961
H 1.150 0.019 -4.820
H 1.003 -0.738 -3.258
H 3.525 0.022 -4.246
H 3.094 0.063 -2.546
H 1.631 3.124 -4.538
H 1.737 3.287 -2.823
C 1.627 2.660 0.498
C 3.075 2.475 0.106
C 3.410 1.121 0.748
O 2.437 0.912 1.768
C 1.635 2.085 1.915
H 0.953 2.106 -0.156
H 1.312 3.704 0.589
H 3.706 3.317 0.396
H 3.235 2.450 -0.977
H 4.420 1.122 1.162
H 3.307 0.305 0.033
H 1.987 2.796 2.670
H 0.652 1.783 2.266
C -4.756 0.297 2.793
O -3.730 1.253 2.523
H -5.668 0.845 3.045
H -4.971 -0.320 1.924
H -4.525 -0.262 3.704
H -2.993 0.829 2.075
C 0.937 -5.589 -0.750
O 0.906 -5.910 0.636
H 0.182 -6.222 -1.202
H 0.747 -4.521 -0.910
H 1.934 -5.747 -1.187
H 1.630 -5.453 1.090
C -2.231 3.847 -2.884
O -2.969 5.021 -3.247
H -2.843 3.013 -3.214
H -1.249 3.834 -3.374
H -2.019 3.787 -1.817
H -2.481 5.765 -2.884
C 1.286 -4.465 3.178
O 2.476 -4.289 2.453
H 1.306 -3.892 4.107
H 0.388 -4.210 2.611
H 1.120 -5.506 3.466
H 2.559 -3.353 2.230
C 4.105 -1.725 3.662
O 2.738 -1.420 3.568
H 4.647 -1.149 4.420
H 4.222 -2.740 4.063
H 4.623 -1.789 2.699
H 2.653 -0.488 3.326
```

Values from the calculation:
**Maximum force**: 1.9 eV/A
**Gap between HOMO and LUMO**: 9.88 eV
**E_HOMO**: -9.862 eV
**Relative energy (zero: lowest compared OMol25 entry of this formula, charge and spin)**: 0.00 kJ/mol
**SMILES**: O=C1OC[C@@H](F)O1.O=C1OC[C@@H](F)O1.O=C1OC[C@@H](F)O1.O=C1OC[C@@H](F)O1.O=C1OC[C@@H](F)O1.C1CCOC1.C1CCOC1.CO.CO.CO.CO.CO
**Multiplicity**: 1
**Charge**: 0
**E_tot**: -3252.08773 hartree

No. 4
Computed, not measured: a 3-piece molecular cluster, C28H51N5O2PSi overall, with ωB97M-V/def2-TZVPD.

The geometry in XYZ format:
```
88
Properties=species:S:1:pos:R:3
C -3.430 -6.226 0.037
Si -3.838 -5.031 -1.442
C -5.584 -5.564 -2.067
C -2.530 -5.236 -2.822
C -1.017 -5.118 -2.252
C -0.233 -3.837 -2.868
C 0.995 -3.383 -1.924
C 0.437 -2.503 -0.668
C 1.058 -1.025 -0.623
C 2.476 -0.907 0.118
C 2.467 -1.397 1.659
N 2.487 -0.173 2.527
C 1.211 0.540 2.526
N 0.000 -0.004 2.320
N 1.263 1.980 2.825
C 2.153 2.105 4.029
C 2.332 0.729 4.849
C 2.980 -0.440 3.920
P 2.533 -2.154 4.617
O 4.044 -2.833 5.155
O 1.625 -2.023 6.076
C -3.890 -3.263 -0.682
C -3.363 -1.975 -1.367
C -3.450 -0.554 -0.700
C -4.103 -0.446 0.718
C -4.638 -1.718 1.447
C -4.515 -3.107 0.738
H -2.564 -5.739 0.608
H -3.169 -7.251 -0.396
H -4.384 -6.246 0.689
H -6.321 -5.378 -1.194
H -5.909 -4.988 -3.002
H -5.602 -6.697 -2.256
H -2.640 -6.316 -3.221
H -2.667 -4.521 -3.702
H -1.007 -5.112 -1.096
H -0.451 -6.060 -2.590
H 0.227 -4.181 -3.854
H -0.965 -2.969 -3.083
H 1.551 -4.272 -1.449
H 1.693 -2.716 -2.543
H -0.701 -2.370 -0.830
H 0.581 -3.116 0.283
H 1.240 -0.715 -1.724
H 0.268 -0.280 -0.236
H 2.830 0.188 0.025
H 3.241 -1.515 -0.501
H 3.480 -1.930 1.819
H 1.631 -2.136 1.888
H -0.683 0.547 1.763
H -0.320 -0.910 2.683
H 0.309 2.335 3.002
H 3.177 2.494 3.699
H 1.676 2.865 4.735
H 1.336 0.409 5.305
H 3.084 0.884 5.706
H 4.111 -0.289 3.990
H 4.683 -2.558 4.452
H 2.040 -1.371 6.692
H -2.906 -2.045 -2.415
H -3.055 0.351 -1.265
H -4.184 0.586 1.205
H -5.118 -1.596 2.480
H -4.900 -4.051 1.269
C 2.736 4.394 0.510
C 2.159 5.524 1.356
C 1.676 6.708 0.515
C 2.824 7.281 -0.265
N 3.726 7.731 -0.879
H 3.620 4.717 -0.046
H 3.041 3.560 1.148
H 1.995 4.023 -0.205
H 2.922 5.860 2.066
H 1.320 5.138 1.943
H 1.260 7.484 1.163
H 0.893 6.390 -0.179
C 1.730 6.067 -4.587
C 0.279 5.798 -4.974
C -0.716 6.257 -3.906
C -0.461 5.523 -2.621
N -0.258 4.947 -1.610
H 2.017 5.514 -3.688
H 2.401 5.751 -5.389
H 1.897 7.132 -4.404
H 0.154 4.727 -5.161
H 0.059 6.316 -5.912
H -1.739 6.056 -4.233
H -0.622 7.332 -3.728
```

Values from the calculation:
**Maximum force**: 4.7 eV/A
**Gap between HOMO and LUMO**: 6.87 eV
**E_HOMO**: -10.934 eV
**Multiplicity**: 1
**Charge**: +1
**E_tot**: -2152.15407 hartree

No. 5
Computed, not measured: C28H52AlP2 as an isolated structure, with ωB97M-V/def2-TZVPD.

The geometry in XYZ format:
```
83
Properties=species:S:1:pos:R:3
Al 0.820 -0.139 -0.131
C -2.053 1.973 -1.115
C -2.917 1.814 -0.012
C -1.097 3.007 0.702
C -0.946 2.722 -0.704
C -2.329 2.477 1.105
C -2.395 1.704 -2.546
H -3.038 0.832 -2.674
H -1.503 1.600 -3.173
H -2.939 2.591 -2.880
C -0.001 3.363 -1.616
H 0.169 2.772 -2.535
H 0.980 3.581 -1.162
H -0.530 4.305 -1.865
C -0.269 3.981 1.465
H -0.781 4.953 1.372
H 0.746 4.113 1.077
H -0.223 3.712 2.531
C -3.012 2.768 2.387
H -3.465 3.770 2.393
H -2.288 2.721 3.205
H -3.797 2.038 2.542
C -4.301 1.294 -0.091
H -5.032 2.082 -0.359
H -4.591 0.884 0.890
H -4.359 0.506 -0.856
C 1.398 -3.637 -1.261
C 0.276 -3.253 -2.105
C -1.080 -3.985 -1.876
C -1.615 -4.218 -0.422
C -1.242 -3.221 0.612
C -0.223 -3.425 1.467
C 0.894 -4.423 1.243
C 1.280 -4.704 -0.279
H -0.974 -4.970 -2.327
H -1.287 -5.239 -0.159
H -1.886 -3.487 -2.465
H 0.611 -5.504 -0.601
H 2.430 -3.403 -1.606
H 0.320 -3.128 -3.238
H 2.284 -5.166 -0.213
H 1.789 -4.035 1.769
H -0.144 -2.857 2.402
H 0.685 -5.408 1.722
H -2.720 -4.322 -0.494
H -1.991 -2.458 0.828
P 0.651 -1.571 -2.044
P 0.216 0.000 2.396
C 1.707 -1.588 0.691
C 1.695 -1.174 2.125
H 2.624 -1.909 0.187
H 0.980 -2.352 0.434
H 1.604 -2.074 2.679
H 2.661 -0.672 2.278
C 0.585 0.949 3.879
H -0.055 1.862 3.873
H 1.656 1.264 3.884
H 0.372 0.365 4.794
C -1.462 -0.672 2.670
H -1.482 -1.655 3.173
H -2.024 -0.752 1.716
H -2.019 0.060 3.298
C 2.050 -1.249 -3.217
H 1.584 -0.603 -3.978
H 2.445 -2.114 -3.748
H 2.915 -0.745 -2.762
C -1.108 -1.073 -1.652
H -1.263 -0.064 -1.231
H -1.615 -1.799 -1.002
H -1.575 -1.212 -2.621
C 3.223 2.237 -1.923
C 3.123 2.397 -0.415
C 3.100 3.878 0.007
C 2.136 1.492 0.290
H 2.343 2.556 -2.475
H 3.413 1.189 -2.185
H 4.059 2.839 -2.282
H 4.091 2.054 -0.023
H 2.313 4.501 -0.404
H 3.060 3.981 1.107
H 4.028 4.322 -0.332
H 1.549 2.016 1.068
H 2.768 0.736 0.797
```

Values from the calculation:
**Maximum force**: 4.6 eV/A
**Gap between HOMO and LUMO (spin up / spin down)**: 7.18 / 5.97 eV
**E_HOMO (spin up / spin down)**: -9.925 / -9.637 eV
**Relative energy (zero: lowest compared OMol25 entry of this formula, charge and spin)**: 63.92 kJ/mol
**Multiplicity**: 1
**Charge**: +1
**E_tot**: -2022.66281 hartree